Entry 1:
Density functional theory data (the ωB97M-V functional and the def2-TZVPD basis) for a molecular structure, C5H12NO at a distorted geometry.

Structure (XYZ):
```
19
C5H12NO | the Open Molecules 2025 dataset | the ωB97M-V functional and the def2-TZVPD basis
C -0.73997 -4.28579 1.30693
N -0.94726 -3.84258 -0.09944
C 0.32535 0.93388 0.21948
C -0.31426 1.95769 -0.52370
C 0.35447 3.29597 -0.76950
O 1.67335 3.26934 -0.79909
C -0.11613 -0.48781 0.40809
H -0.30625 -5.28075 1.50605
H -1.50973 -4.08801 2.07646
H 0.03465 -3.47377 1.27111
H -1.75059 -4.26932 -0.57713
H 0.72876 1.44572 1.11154
H 0.75324 1.19473 -0.90774
H -1.26758 1.94924 -1.17753
H -0.11997 3.86045 -1.63762
H 0.04102 3.94542 0.19637
H -0.77752 -0.64366 -0.51616
H -0.75625 -0.68817 1.25254
H 0.70053 -1.18507 0.38263
```

Values from the calculation:
Spin multiplicity: 1
Net charge: -1
ΔE to the lowest compared entry with this formula, charge and spin, kJ/mol: 721.3
Lowest unoccupied orbital energy, eV: 1.91
M, g/mol: 102.2
E_HOMO, eV: -1.40
Calculated total energy, eV: -8909.5880
Frontier orbital gap, eV: 3.3



Entry 2:
Density functional theory data (the ωB97M-V functional and the def2-TZVPD basis) for a molecular structure, C5H12NO at a distorted geometry.

Structure (XYZ):
```
19
C5H12NO | the Open Molecules 2025 dataset | the ωB97M-V functional and the def2-TZVPD basis
C 0.89951 -1.47491 2.07552
O 2.15929 -1.54063 2.51545
C 0.57098 -0.12355 1.40029
C -0.87774 0.02892 0.93942
C -1.02872 1.07902 -0.14884
C -0.00465 0.92032 -4.44368
N -1.82190 0.97783 -1.16927
H 0.13453 -1.63232 2.88152
H 0.67211 -2.25503 1.28666
H 0.82501 0.68372 2.10193
H 1.27692 0.00628 0.56988
H -1.54652 0.26335 1.78454
H -1.28143 -0.88630 0.47789
H -0.29425 1.90473 -0.06168
H -0.80124 0.52249 -1.36277
H 0.55141 -0.00572 -4.31884
H -0.00582 1.53417 -3.54192
H -1.05139 0.67242 -4.65242
H 0.38617 1.50419 -5.26579
```

Values from the calculation:
Spin multiplicity: 1
Net charge: -1
ΔE to the lowest compared entry with this formula, charge and spin, kJ/mol: 363.1
Lowest unoccupied orbital energy, eV: 3.30
M, g/mol: 102.2
E_HOMO, eV: -2.44
Calculated total energy, eV: -8913.3003
Frontier orbital gap, eV: 5.7



Entry 3:
Density functional theory data (the ωB97M-V functional and the def2-TZVPD basis) for a gas-phase ion, C5H12NO (charge -1) at a distorted geometry.

Structure (XYZ):
```
19
C5H12NO | the Open Molecules 2025 dataset | the ωB97M-V functional and the def2-TZVPD basis
C 0.55438 -0.84460 -0.18801
N -0.43618 -0.34382 -1.16590
C -1.84057 -0.68704 -0.70748
O -2.00086 -1.92730 -0.25804
C 0.57996 0.01212 1.07410
C 0.73694 1.51386 0.78190
C 2.14987 1.97069 0.40590
H 1.53474 -0.88516 -0.67011
H 0.16744 -1.82068 0.12430
H -0.30704 -1.01252 -1.92562
H -2.45340 -0.38129 -1.58453
H -2.07569 0.06826 0.09473
H -0.39552 -0.09540 1.54497
H 1.31651 -0.31136 1.81519
H 0.21100 2.14256 1.50220
H 0.17371 1.68228 -0.13996
H 2.34742 1.53231 -0.57875
H 2.21287 3.04980 0.25980
H 2.96950 1.55138 0.99193
```

Values from the calculation:
Spin multiplicity: 1
Net charge: -1
ΔE to the lowest compared entry with this formula, charge and spin, kJ/mol: 42.6
Lowest unoccupied orbital energy, eV: 3.88
SMILES: CCCCNC[O-]
M, g/mol: 102.2
E_HOMO, eV: -2.49
Calculated total energy, eV: -8916.6224
Frontier orbital gap, eV: 6.4